# 1
Below is a 2-piece molecular cluster, C2H6O4Si overall in a non-equilibrium geometry, with properties calculated with the ωB97M-V functional and the def2-TZVPD basis.

CARTESIAN COORDINATES (ANGSTROEM)
H 3.09837 -1.64328 1.19196
H 0.46637 1.50352 0.34054
H -2.41045 0.44255 -0.78128
H -2.54987 -1.29206 -0.05162
O -0.46224 1.37586 0.21638
H -2.54190 0.24878 1.00801
C -2.17800 -0.16130 -0.01423
Si 3.16833 0.26495 -0.30473
O 3.47045 -1.13433 0.38636
C -0.70358 0.03296 0.15364
H 4.02275 -0.04154 -1.58894
O 2.19808 1.38647 -0.04034
O 0.12312 -0.85850 0.31628

## Properties
HOMO energy   -10.12 eV
Molecular weight   122.15 g mol⁻¹
Spin multiplicity   1
Structure (SMILES)   O=[SiH]O.CC(=O)O
Net charge   0
ΔE to the lowest compared entry with this formula, charge and spin   2.844 eV

natural (NBO) population analysis, charges in e, atoms 1 to 4: H 0.55; H 0.53; H 0.23; H 0.23

---

# 2
Below is a 2-piece molecular cluster, C2H6OS overall in a non-equilibrium geometry, with properties calculated with the ωB97M-V functional and the def2-TZVPD basis.

CARTESIAN COORDINATES (ANGSTROEM)
H 2.55940 1.85296 -3.67094
S 2.07596 0.68993 -3.14678
H -1.46212 -1.60926 4.53054
C 0.42094 0.82321 -3.87403
H -1.67483 -2.17300 6.43391
C -1.42185 -1.40335 5.66617
O -0.83024 -0.56182 6.25271
H 0.27705 -0.10785 -4.62852
H 0.26701 1.81641 -4.47098
H -0.21133 0.67277 -3.09206

## Properties
HOMO energy   -9.02 eV
Molecular weight   78.14 g mol⁻¹
Spin multiplicity   1
Structure (SMILES)   C=O.CS
Net charge   0
ΔE to the lowest compared entry with this formula, charge and spin   1.533 eV

natural (NBO) population analysis, charges in e, atoms 1 to 4: H 0.13; S -0.05; H 0.12; C -0.73

---

# 3
Below is a 2-piece molecular cluster, C2H6OS2 overall in a non-equilibrium geometry, with properties calculated with the ωB97M-V functional and the def2-TZVPD basis.

CARTESIAN COORDINATES (ANGSTROEM)
O -2.27731 0.34392 -0.20054
C -1.39834 0.46210 -1.05568
H 2.09847 0.15634 4.26767
S 1.83171 -0.72380 3.38077
H -2.85526 0.16026 -2.45507
H -1.68105 1.42858 -3.00708
H -0.37060 0.57899 -0.71026
H 4.13838 -1.81772 3.14919
S 3.64943 -0.97390 2.21400
C -1.85992 0.50752 -2.49588
H -1.27552 -0.12230 -3.08712

## Properties
HOMO energy   -9.69 eV
Molecular weight   110.20 g mol⁻¹
Spin multiplicity   1
Structure (SMILES)   CC=O.SS
Net charge   0
ΔE to the lowest compared entry with this formula, charge and spin   0.617 eV

natural (NBO) population analysis, charges in e, atoms 1 to 4: O -0.53; C 0.42; H 0.11; S -0.12

---

# 4
Below is a 2-piece molecular cluster, C2H6OS2 overall in a non-equilibrium geometry, with properties calculated with the ωB97M-V functional and the def2-TZVPD basis.

CARTESIAN COORDINATES (ANGSTROEM)
H 1.03307 2.57388 1.68543
C 1.28300 1.87677 0.92952
S -1.40827 -0.19603 -0.08707
S 1.82792 0.43533 1.25333
H -0.60094 -0.81619 1.73051
H 0.30636 -1.54505 -1.16488
H 1.32236 2.34323 -0.04540
O -1.19696 -1.19418 1.11210
C -0.64875 -1.12557 -1.44114
H -1.36393 -1.88321 -1.69451
H -0.55387 -0.46898 -2.27790

## Properties
HOMO energy   -8.29 eV
Molecular weight   110.20 g mol⁻¹
Spin multiplicity   1
Structure (SMILES)   C=S.CSO
Net charge   0
ΔE to the lowest compared entry with this formula, charge and spin   1.566 eV

natural (NBO) population analysis, charges in e, atoms 1 to 4: H 0.18; C -0.44; S 0.49; S 0.07

---

# 5
Below is one molecule with the formula C2H6OSi in a non-equilibrium geometry, with properties calculated with the ωB97M-V functional and the def2-TZVPD basis.

CARTESIAN COORDINATES (ANGSTROEM)
H -3.03275 -0.71180 -0.59624
H 0.56586 1.95158 0.67077
O -1.11568 0.04040 -0.17552
C -2.44849 -0.04765 0.03564
Si 0.24694 0.92554 -0.26280
H -2.99092 0.82768 0.47186
H 1.23280 -1.24639 -0.43457
H 1.96590 -0.33281 0.85261
C 1.65818 -0.27246 -0.18526
H 2.57522 -0.20503 -0.81249

## Properties
HOMO energy (alpha / beta)   -7.85 / -7.13 eV
Molecular weight   74.15 g mol⁻¹
Spin multiplicity   1
Net charge   0
ΔE to the lowest compared entry with this formula, charge and spin   3.350 eV

natural (NBO) population analysis, charges in e, atoms 1 to 4: H 0.15; H -0.24; O -0.85; C -0.04

---

# 6
Below is a 2-piece molecular cluster, C2H6P2 overall in a non-equilibrium geometry, with properties calculated with the ωB97M-V functional and the def2-TZVPD basis.

CARTESIAN COORDINATES (ANGSTROEM)
P -2.56372 -0.16099 0.26353
H 2.87990 -1.00125 -0.14140
C -1.08038 0.52328 -0.46576
H 2.81926 0.75656 -0.99485
H -1.10322 1.03224 -1.47413
P 3.26554 0.23264 0.18219
H -1.89012 -0.51738 1.45198
H -0.02995 0.17832 1.25492
H -2.40925 -1.48117 -0.18860
C 0.11192 0.43775 0.11213

## Properties
HOMO energy (alpha / beta)   -8.66 / -9.00 eV
Molecular weight   92.02 g mol⁻¹
Spin multiplicity   1
Net charge   0
ΔE to the lowest compared entry with this formula, charge and spin   4.284 eV

natural (NBO) population analysis, charges in e, atoms 1 to 4: P 0.36; H -0.06; C -0.68; H -0.05

---

# 7
Below is one molecule with the formula C2H6P2 in a non-equilibrium geometry, with properties calculated with the ωB97M-V functional and the def2-TZVPD basis.

CARTESIAN COORDINATES (ANGSTROEM)
H -1.91122 1.11729 0.44960
C -0.94570 1.12992 0.03335
H -0.99581 0.90792 -0.99664
H -0.49333 2.12434 0.11124
H 0.28002 -0.89355 -1.37530
P 0.29868 -1.34464 0.05512
H 2.80019 -0.29933 -0.17490
C -0.32629 0.22314 0.91460
H -0.85339 -2.06149 -0.06451
P 2.14685 -0.90361 1.04745

## Properties
HOMO energy   -7.75 eV
Molecular weight   92.02 g mol⁻¹
Spin multiplicity   1
Net charge   0
ΔE to the lowest compared entry with this formula, charge and spin   4.737 eV

natural (NBO) population analysis, charges in e, atoms 1 to 4: H 0.28; C -0.79; H 0.18; H 0.25

---

# 8
Below is C2H6S as an isolated structure in a non-equilibrium geometry, with properties calculated with the ωB97M-V functional and the def2-TZVPD basis.

CARTESIAN COORDINATES (ANGSTROEM)
C 0.18604 -0.37655 -1.61592
H 0.16504 -1.41864 -1.89413
H 0.55856 0.46811 1.90165
H -0.33067 -0.83440 1.03468
H -1.10350 0.65156 1.85314
S 1.30839 0.18511 -0.56541
H -0.18700 0.73185 0.27646
C -0.30046 0.22170 1.27022
H -0.29639 0.37125 -2.26069

## Properties
HOMO energy   -8.80 eV
Molecular weight   62.14 g mol⁻¹
Spin multiplicity   1
Net charge   0
ΔE to the lowest compared entry with this formula, charge and spin   2.748 eV

natural (NBO) population analysis, charges in e, atoms 1 to 4: C -0.57; H 0.20; H 0.22; H 0.22

---

Q: Which formula does entry 4 have?
A: C2H6OS2

---

Q: Look up the molecular weight of the second one.
A: 78.14 g mol⁻¹

---

Q: Which formula does entry 1 have?
A: C2H6O4Si

---

Q: Which formula does entry 7 have?
A: C2H6P2